Entry 1:
300
Properties=species:S:1:pos:R:3 method="wB97M-V/def2-TZVPD" homo_lumo_gap_ev=7.10 energy_ha=-7330.23854 charge=+5
C 2.1587 -3.4286 -3.9483
C 0.9779 -4.0540 -4.7699
N 0.0317 -3.1098 -5.5560
C -0.8510 -2.3678 -4.5696
C 0.8081 -1.9465 -6.3340
C 1.9669 -2.5299 -7.1967
C -0.8319 -4.0139 -6.4886
C -1.8296 -3.3247 -7.3796
O -1.1172 -2.7952 -8.4674
C -1.9424 -2.3826 -9.5592
H 2.7517 -2.7792 -4.5924
H 2.9629 -4.0685 -3.5852
H 1.7850 -2.9368 -3.0503
H 0.3929 -4.7696 -4.1922
H 1.3230 -4.7037 -5.5741
H -1.4250 -1.6221 -5.1198
H -0.2299 -1.8117 -3.8674
H -1.4712 -3.1033 -4.0573
H 1.0913 -1.2023 -5.5897
H 0.1132 -1.4432 -7.0062
H 2.4609 -1.6458 -7.5997
H 1.5528 -3.1830 -7.9650
H 2.7056 -3.1012 -6.6346
H -1.3845 -4.7147 -5.8628
H -0.0826 -4.4672 -7.1377
H -2.5564 -2.7457 -6.8098
H -2.4606 -4.0887 -7.8338
H -2.6259 -3.1481 -9.9265
H -1.3871 -2.1056 -10.4553
H -2.5460 -1.5167 -9.2869
C 8.6290 -2.6669 -3.3868
C 7.3552 -3.3291 -2.8573
N 6.7881 -2.6381 -1.6178
C 6.7178 -1.1793 -1.9151
C 5.3391 -3.1788 -1.5700
C 4.5860 -2.8965 -0.2526
C 7.5937 -2.6809 -0.3275
C 7.7706 -4.0576 0.3674
O 8.6619 -4.7977 -0.4662
C 8.8555 -6.0910 0.0605
H 8.5032 -1.6947 -3.8633
H 9.0902 -3.2794 -4.1615
H 9.4266 -2.5561 -2.6522
H 7.5321 -4.3577 -2.5428
H 6.5917 -3.3973 -3.6322
H 7.7056 -0.7306 -2.0204
H 6.0147 -0.6527 -1.2697
H 6.4387 -1.1091 -2.9664
H 5.5870 -4.2392 -1.6172
H 4.7888 -2.8374 -2.4468
H 3.6306 -3.4087 -0.1391
H 4.3016 -1.8477 -0.1684
H 5.0216 -3.2451 0.6838
H 7.0670 -2.0478 0.3865
H 8.5538 -2.2027 -0.5210
H 6.8179 -4.5368 0.5924
H 8.2270 -3.9344 1.3496
H 9.4182 -6.6278 -0.7033
H 7.9217 -6.5220 0.4214
H 9.5405 -6.0759 0.9082
C 3.5427 5.2901 -3.5341
C 4.2032 3.8735 -3.4954
N 5.5843 3.9636 -2.7630
C 5.4074 4.5033 -1.3600
C 6.1696 2.5205 -2.7158
C 6.3907 1.8701 -4.0867
C 6.4776 5.0542 -3.5221
C 7.9390 5.0204 -3.0562
O 8.2092 5.2001 -1.6703
C 9.5006 5.5263 -1.1807
H 4.0096 5.9758 -4.2411
H 3.4590 5.7144 -2.5336
H 2.5088 5.2202 -3.8721
H 4.3825 3.4215 -4.4709
H 3.7012 3.1492 -2.8538
H 4.4542 4.1689 -0.9505
H 5.4465 5.5915 -1.4092
H 6.0995 4.0638 -0.6418
H 5.5309 1.9050 -2.0823
H 7.1298 2.7274 -2.2432
H 7.0788 2.4720 -4.6804
H 5.4814 1.5754 -4.6105
H 6.9032 0.9344 -3.8635
H 6.1555 6.0915 -3.4310
H 6.2614 4.7586 -4.5487
H 8.4556 5.7418 -3.6893
H 8.4538 4.1097 -3.3623
H 9.4216 5.5031 -0.0938
H 9.8677 6.5087 -1.4777
H 10.2998 4.8090 -1.3674
C -3.9440 2.9755 1.7718
C -4.8279 4.1492 2.0145
N -5.2179 4.8847 0.6919
C -5.9780 3.9381 -0.2454
C -6.2157 5.9850 1.0259
C -7.5020 5.5303 1.6041
C -4.0370 5.4058 -0.1704
C -4.4266 6.2439 -1.3828
O -5.0150 5.4870 -2.3481
C -4.0826 4.7251 -3.2081
H -3.7078 2.3934 2.6625
H -2.9547 3.2548 1.4094
H -4.4109 2.2397 1.1170
H -4.2546 4.8397 2.6330
H -5.7048 3.7790 2.5457
H -6.5930 4.5583 -0.8976
H -6.6218 3.2836 0.3421
H -5.2638 3.3579 -0.8297
H -6.4520 6.4765 0.0822
H -5.5730 6.5594 1.6930
H -7.9729 6.2931 2.2241
H -7.5277 4.6884 2.2959
H -8.2051 5.1312 0.8729
H -3.3710 4.5860 -0.4397
H -3.4956 6.0047 0.5620
H -3.5021 6.7061 -1.7288
H -5.0020 7.1361 -1.1359
H -4.0780 3.7583 -2.7048
H -3.0543 5.0682 -3.3220
H -4.6093 4.6580 -4.1600
C 0.9966 -1.4964 -0.2495
C 0.6162 -0.7902 1.0129
N 0.3805 0.7708 0.7925
C -0.0469 1.3371 2.1225
C 1.6105 1.5689 0.2257
C 2.8554 1.4652 1.0993
C -0.8681 1.0126 -0.1250
C -2.1843 0.2409 0.0354
O -2.5168 0.0519 1.4163
C -3.6597 -0.7699 1.6166
H 0.2806 -1.3853 -1.0639
H 1.0996 -2.5560 -0.0155
H 1.9489 -1.1044 -0.6067
H 1.4325 -0.8716 1.7306
H -0.3443 -1.0926 1.4303
H -0.1076 2.3919 1.8547
H 0.8471 1.2773 2.7434
H -0.8732 0.8394 2.6301
H 1.4088 2.6304 0.0819
H 1.8325 1.2547 -0.7941
H 3.6391 1.8694 0.4585
H 3.1783 0.4428 1.2955
H 2.8726 2.0643 2.0097
H -0.5505 0.7233 -1.1268
H -1.1819 2.0485 -0.2533
H -2.0946 -0.7239 -0.4637
H -2.9909 0.7617 -0.4806
H -3.7116 -1.6550 0.9826
H -4.6332 -0.3178 1.4269
H -3.7140 -0.9552 2.6894
C -8.1814 -7.2307 -5.1607
C -8.3570 -5.8874 -4.4273
N -7.0557 -5.5378 -3.8166
C -5.9124 -5.2520 -4.5466
C -4.9352 -4.7488 -3.6146
N -5.4739 -4.7912 -2.3516
C -6.7944 -5.2627 -2.4997
C -4.9228 -4.2680 -1.1373
H -7.5566 -7.0844 -6.0418
H -9.1661 -7.5416 -5.5095
H -7.7202 -7.9281 -4.4615
H -9.1981 -5.9050 -3.7343
H -8.4974 -5.1243 -5.1929
H -5.8545 -5.2019 -5.6239
H -3.9579 -4.3229 -3.7870
H -7.6417 -5.2205 -1.8314
H -4.2968 -3.3925 -1.3097
H -4.1879 -4.9090 -0.6503
H -5.6357 -4.0169 -0.3519
C 6.5313 5.6170 1.9710
C 5.3100 6.4217 2.3585
N 4.0872 6.1412 1.6492
C 3.4142 4.9544 1.7526
C 2.1455 5.1041 1.1157
N 2.0813 6.4303 0.6202
C 3.2673 7.0291 0.9325
C 0.9518 7.0287 -0.1005
H 6.2577 4.5629 2.0176
H 7.2942 5.6466 2.7489
H 6.9186 5.8044 0.9695
H 5.5359 7.4822 2.2473
H 5.0527 6.3002 3.4107
H 3.7854 4.1727 2.3988
H 1.2597 4.4869 1.0904
H 3.5471 8.0440 0.6915
H 0.7673 8.0934 0.0430
H -0.0037 6.6393 0.2509
H 1.1291 6.8354 -1.1584
C -7.4961 -4.1643 2.3960
C -6.7030 -2.8933 2.5588
N -5.9446 -2.8714 3.7935
C -4.7426 -3.5706 4.0413
C -4.2555 -3.1087 5.2976
N -5.1949 -2.2631 5.7765
C -6.3173 -2.2465 4.9079
C -5.0406 -1.6196 7.0343
H -6.8994 -5.0721 2.3072
H -8.0674 -4.0998 1.4699
H -8.3196 -4.2673 3.1026
H -7.4306 -2.0829 2.6025
H -5.9982 -2.7520 1.7393
H -4.3672 -4.1824 3.2344
H -3.3580 -3.2693 5.8765
H -7.2424 -1.7145 5.0738
H -5.2269 -2.3567 7.8154
H -5.6835 -0.7454 7.1363
H -4.0755 -1.1439 7.2084
C 0.0237 0.9695 8.1687
C -0.3620 0.8434 6.6394
N -1.7655 1.3083 6.2330
C -2.5649 0.7041 5.2571
C -3.7594 1.3319 5.1703
N -3.7952 2.2309 6.2236
C -2.5511 2.2407 6.9210
C -4.9227 3.1074 6.4614
H -0.7535 0.9154 8.9311
H 0.6816 1.8050 8.4080
H 0.5939 0.0825 8.4445
H -0.3805 -0.2315 6.4593
H 0.3308 1.4171 6.0238
H -2.2083 -0.1720 4.7357
H -4.6077 1.2839 4.5036
H -2.2574 2.8425 7.7684
H -4.9367 3.9136 5.7279
H -4.8354 3.6089 7.4253
H -5.8751 2.5874 6.3581
C 2.5789 -1.0694 5.3458
C 3.5713 -1.2818 4.1521
O 3.2337 -1.9325 3.1858
N 4.9558 -0.8048 4.3158
H 5.2637 0.0719 3.9199
H 4.8978 -0.5142 5.2814
C 6.0223 -1.9197 4.0789
H 1.7796 -1.7827 5.1447
H 2.1937 -0.0508 5.2977
H 3.0588 -1.2412 6.3092
H 5.7456 -2.5162 3.2096
H 6.0677 -2.4080 5.0523
H 6.9324 -1.3690 3.8409
C 1.8371 -5.1977 2.1123
C 0.6832 -6.0213 2.5025
O 0.6766 -7.2664 2.4790
N -0.6575 -5.2406 2.6150
H -0.4904 -4.2747 2.8583
H -1.0843 -5.2233 1.6998
C -1.3423 -5.6878 3.9289
H 2.2189 -4.5474 2.8994
H 1.6208 -4.5392 1.2710
H 2.6759 -5.8634 1.9090
H -2.2222 -5.0716 4.1140
H -0.6891 -5.6343 4.7999
H -1.7819 -6.6840 3.8815
C -9.3583 -0.6520 -0.5415
C -8.0045 -1.1951 -1.0628
O -7.4443 -2.2513 -0.6910
N -7.2889 -0.2500 -2.0344
H -6.9760 -0.7229 -2.8702
H -8.0752 0.2722 -2.3938
C -6.2058 0.5413 -1.2222
H -9.3702 0.3193 -0.0469
H -9.8664 -1.3079 0.1654
H -9.9712 -0.5489 -1.4370
H -6.7245 1.0616 -0.4169
H -5.8153 1.2191 -1.9813
H -5.4202 -0.0622 -0.7675
B -0.7517 4.4190 -1.4974
F -1.0115 4.4362 -0.1358
F 0.6012 4.1004 -1.6601
F -1.5253 3.5652 -2.2243
F -1.0013 5.6627 -2.0258
B -1.0489 -5.0147 -1.1635
F -1.7800 -5.3443 -2.2318
F -1.5215 -5.6415 0.0156
F 0.1918 -5.6229 -1.3817
F -0.7783 -3.6669 -1.0045
B -0.6590 -2.4184 3.8872
F -1.7429 -2.8509 3.2311
F -0.5109 -1.0509 3.8014
F -0.8326 -2.7819 5.1939
F 0.4443 -3.0235 3.4219
B 2.9075 2.8695 5.2794
F 2.8254 2.9062 6.6581
F 1.7202 2.5294 4.6362
F 3.4302 4.0428 4.7895
F 3.7868 1.8737 4.9495
B -7.5404 1.2389 2.6144
F -7.9784 2.2344 1.7624
F -8.6749 0.8801 3.3594
F -7.0446 0.1336 1.9283
F -6.5026 1.6886 3.4276
B 6.2811 0.7083 1.5551
F 6.1572 1.7595 0.6179
F 5.4496 -0.3660 1.2525
F 7.5532 0.3770 1.6178
F 5.8097 1.2184 2.7396
B 2.7313 0.1346 -3.4740
F 2.4353 1.5061 -3.6556
F 3.3201 -0.2944 -4.6279
F 3.5629 -0.0723 -2.3800
F 1.5304 -0.4874 -3.2744

=====

Entry 2:
70
Properties=species:S:1:pos:R:3 method="wB97M-V/def2-TZVPD" homo_lumo_gap_ev="4.80 / 4.90" e_above_lowest_kj_mol=66.50 energy_ha=-4614.49895 charge=-2 multiplicity=6
Mn 1.5270 -0.2422 0.6860
Cl -4.9783 -0.9184 4.3695
C -3.3208 -0.7676 3.8013
C -2.3193 -1.5685 4.3891
C -1.0288 -1.4674 3.9717
C -0.6273 -0.5722 2.9158
O 0.5844 -0.4913 2.5801
C -1.6756 0.2236 2.3422
C -1.4349 1.2021 1.3280
N -0.3495 1.4013 0.6603
C -0.3831 2.4416 -0.2796
C -1.4953 2.8188 -0.9977
C -1.4530 3.8963 -1.9057
C -0.2921 4.5776 -2.1408
C 0.8903 4.1818 -1.4701
C 2.1465 4.7933 -1.6980
C 3.2470 4.3316 -1.0409
C 3.1001 3.2517 -0.1356
N 1.9536 2.6840 0.1135
C 0.8502 3.1187 -0.5400
C -3.0033 0.1122 2.8128
H -2.5978 -2.2718 5.1650
H -0.2510 -2.0951 4.3852
H -2.2943 1.8599 1.1474
H -2.4087 2.2467 -0.9138
H -2.3591 4.1597 -2.4397
H -0.2506 5.3990 -2.8481
H 2.2113 5.6133 -2.4060
H 4.2269 4.7628 -1.2019
H 3.9540 2.8224 0.3818
H -3.7749 0.7278 2.3630
S 3.7942 0.5056 1.5431
C 4.8305 -0.8922 1.3033
C 6.1845 -0.7864 1.6421
C 7.0824 -1.8327 1.4830
C 6.6247 -3.0395 0.9680
C 5.2862 -3.1671 0.6279
C 4.3591 -2.1255 0.7782
S 2.6965 -2.4271 0.3120
H 6.5278 0.1609 2.0442
H 8.1237 -1.7022 1.7606
H 7.2999 -3.8786 0.8319
H 4.9201 -4.1062 0.2279
C -0.1435 -1.1630 -4.1368
N 0.4003 0.1400 -3.7473
C -0.4673 1.2866 -4.0112
C 1.0143 0.1451 -2.5667
N 1.5361 0.1317 -1.5416
H -0.3740 -1.1287 -5.2026
H -1.0450 -1.3958 -3.5664
H 0.6040 -1.9318 -3.9544
H -0.6291 1.3478 -5.0894
H 0.0278 2.1957 -3.6753
H -1.4176 1.1846 -3.4851
O -1.8589 -0.0856 -1.5746
C -1.9153 -1.0680 -0.8256
N -0.8887 -1.8122 -0.3828
S -1.4256 -3.1753 0.3086
O -0.8487 -3.4035 1.6033
O -1.4211 -4.2843 -0.6189
C -3.1211 -2.6563 0.4813
C -4.1736 -3.2037 1.1855
C -5.3936 -2.5377 1.1318
C -5.5392 -1.3732 0.3814
C -4.4642 -0.8425 -0.3236
C -3.2498 -1.4987 -0.2502
H -4.0447 -4.0999 1.7785
H -6.2362 -2.9150 1.6983
H -6.4981 -0.8681 0.3673
H -4.5500 0.0707 -0.9004

=====

Entry 3:
16
Properties=species:S:1:pos:R:3 method="wB97M-V/def2-TZVPD" homo_lumo_gap_ev="8.06 / 8.08" e_above_lowest_kj_mol=222.68 energy_ha=-1473.61993
C 0.1747 0.8397 0.1644
C 0.2261 -0.2244 -0.9287
C 0.7609 0.3745 1.5349
C -0.4744 -1.5352 -0.5801
N 1.8369 -0.4398 1.4733
P 0.5751 -2.7034 0.4425
Cl 2.0669 -3.0325 -0.8391
Cl -0.5523 -4.3687 0.1255
H 0.7512 1.7036 -0.1717
H -0.8547 1.1579 0.3351
H -0.2522 0.2013 -1.8158
H 1.2687 -0.4329 -1.1797
H 1.0238 1.2807 2.1166
H -0.0502 -0.1134 2.1070
H -1.3902 -1.3515 -0.0122
H -0.7480 -2.0698 -1.4954

=====

Entry 4:
8
Properties=species:S:1:pos:R:3 method="wB97M-V/def2-TZVPD" homo_lumo_gap_ev="9.92 / 9.66" e_above_lowest_kj_mol=677.86 energy_ha=-279.16905
C -2.2457 0.1162 0.2812
N -3.0832 0.6166 0.8437
N 0.3444 -0.5901 -0.5704
N 1.9318 -0.2771 1.0423
O 0.7305 -0.3737 0.6455
H 1.2059 -0.6958 -1.2320
H -1.4048 -0.3794 -0.0946
H 2.7618 -0.5128 0.4697